C22H20ClI2N2O2ReS2 as an isolated structure, computed with the ωB97M-V functional and the def2-TZVPD basis.

```
! RIJCOSX wB97M-V def2-TZVPD def2/J DEFGRID3
* xyz 1 2
Re -0.988 -1.525 -0.259
I 3.827 -1.467 -6.206
C 2.284 -1.394 -4.813
C 0.965 -1.502 -5.236
C -0.056 -1.439 -4.305
I -2.039 -1.576 -4.908
C 0.237 -1.289 -2.951
O -0.797 -1.185 -2.077
C 1.558 -1.181 -2.521
C 1.949 -1.044 -1.071
N 0.921 -0.394 -0.217
C 1.453 -0.128 1.137
C 0.594 -0.722 2.213
C 0.961 -0.607 3.542
C 0.119 -1.089 4.524
C -1.081 -1.671 4.142
C -1.378 -1.772 2.803
N -0.546 -1.320 1.840
C 2.574 -1.227 -3.470
H 0.732 -1.624 -6.284
H 2.155 -2.023 -0.631
H 2.873 -0.461 -1.019
H 0.677 0.505 -0.638
H 2.466 -0.522 1.218
H 1.508 0.950 1.298
H 1.896 -0.122 3.792
H 0.385 -1.002 5.569
H -1.787 -2.045 4.869
H -2.301 -2.218 2.469
H 3.604 -1.132 -3.149
C -1.286 -6.642 -0.363
O -2.168 -5.504 -0.190
C -1.672 -4.314 -0.190
S -0.042 -3.906 -0.317
S -2.781 -2.977 -0.025
H -1.942 -7.504 -0.392
H -0.602 -6.696 0.481
H -0.735 -6.535 -1.295
Cl -1.522 1.821 2.542
C -0.997 2.261 0.931
C -0.172 3.372 0.813
C 0.266 3.771 -0.438
C -0.145 3.064 -1.563
C -0.975 1.964 -1.426
C -1.420 1.516 -0.173
C -2.207 0.253 -0.073
H 0.109 3.921 1.702
H 0.907 4.637 -0.534
H 0.171 3.380 -2.549
H -1.301 1.422 -2.307
H -2.922 0.205 -0.899
H -2.786 0.222 0.851
*
```

Summary:
Max |F|, hartree/bohr: 0.0021
Kohn-Sham gap (alpha / beta), eV: 6.5 / 7.0
Relative energy (zero: lowest compared OMol25 entry of this formula, charge and spin), kJ/mol: 9.1
HOMO energy (alpha / beta), Ha: -0.394 / -0.401
E, eV: -82733.40839

***

The molecule C22H20F3N3O3S, computed with the ωB97M-V functional and the def2-TZVPD basis.

```
! RIJCOSX wB97M-V def2-TZVPD def2/J DEFGRID3
* xyz 0 1
C -4.217 -1.625 -1.053
C -2.809 -1.066 -0.808
N -2.001 -2.041 -0.111
C -0.910 -2.615 -0.647
O -0.587 -2.479 -1.810
C -0.093 -3.436 0.349
C 1.063 -2.563 0.750
C 2.331 -2.788 0.230
C 3.368 -1.911 0.484
C 3.143 -0.778 1.257
N 4.171 0.173 1.372
S 4.633 0.874 -0.093
O 5.232 2.128 0.242
O 5.372 -0.074 -0.861
C 3.014 1.123 -0.833
C 2.465 0.145 -1.641
C 1.129 0.227 -2.003
C 0.361 1.294 -1.567
C 0.939 2.289 -0.787
C 0.125 3.450 -0.292
F -0.236 3.290 1.000
F 0.791 4.611 -0.345
F -1.013 3.632 -0.976
C 2.269 2.199 -0.399
C 1.889 -0.570 1.821
C 0.861 -1.457 1.568
C -2.893 0.202 0.011
C -3.389 1.382 -0.534
C -3.498 2.496 0.280
C -3.099 2.399 1.604
C -2.603 1.185 2.048
N -2.507 0.114 1.278
H -4.150 -2.541 -1.634
H -4.701 -1.843 -0.104
H -4.822 -0.906 -1.597
H -2.322 -0.872 -1.770
H -2.152 -2.060 0.887
H -0.703 -3.713 1.209
H 0.269 -4.335 -0.150
H 2.506 -3.649 -0.396
H 4.348 -2.065 0.062
H 3.998 0.894 2.059
H 3.088 -0.669 -1.972
H 0.679 -0.557 -2.592
H -0.682 1.364 -1.833
H 2.731 2.953 0.220
H 1.714 0.301 2.438
H -0.115 -1.262 1.988
H -3.680 1.423 -1.572
H -3.878 3.426 -0.115
H -3.161 3.244 2.271
H -2.268 1.054 3.068
*
```

Summary:
Max |F|, hartree/bohr: 0.0172
Kohn-Sham gap, eV: 9.3
HOMO energy, Ha: -0.325
E, eV: -52740.57789

***

C22H20FeIN4OS as an isolated structure, computed with the ωB97M-V functional and the def2-TZVPD basis.

```
! RIJCOSX wB97M-V def2-TZVPD def2/J DEFGRID3
* xyz 2 6
Fe 0.008 0.223 0.254
S -0.188 4.198 2.404
C -1.809 3.726 2.219
C -1.952 2.543 1.550
C -0.695 2.016 1.170
C 0.351 2.818 1.552
C 1.708 2.444 1.247
C 2.831 3.174 1.709
C 4.110 2.636 1.531
C 4.247 1.492 0.808
C 3.085 0.864 0.123
N 1.778 1.331 0.554
H -2.596 4.349 2.614
H -2.924 2.117 1.360
H 2.673 4.096 2.251
H 4.974 3.121 1.964
H 5.224 1.066 0.620
H 3.192 1.098 -0.952
C -1.206 -4.074 -0.375
C -0.558 -2.891 -1.019
O -0.667 -1.744 -0.560
N 0.168 -3.074 -2.124
C 0.915 -1.953 -2.673
C 2.088 -1.624 -1.772
C 3.364 -2.102 -2.178
C 4.464 -1.994 -1.315
C 4.306 -1.346 -0.135
C 3.018 -0.681 0.198
N 1.876 -0.986 -0.655
H -2.203 -3.799 -0.037
H -0.617 -4.357 0.499
H -1.270 -4.931 -1.043
H 0.250 -3.991 -2.533
H 0.250 -1.096 -2.785
H 1.275 -2.236 -3.659
H 3.457 -2.591 -3.137
H 5.409 -2.450 -1.577
H 5.105 -1.302 0.593
H 2.745 -0.922 1.234
I -1.400 -1.068 2.582
C -2.668 -0.469 1.042
C -4.024 -0.725 1.037
C -4.767 -0.264 -0.043
C -4.134 0.431 -1.063
C -2.771 0.648 -0.973
N -2.059 0.199 0.062
H -4.487 -1.263 1.852
H -5.833 -0.443 -0.080
H -4.683 0.810 -1.913
H -2.232 1.202 -1.730
*
```

Summary:
Max |F|, hartree/bohr: 0.0085
Kohn-Sham gap (alpha / beta), eV: 5.8 / 7.1
Relative energy (zero: lowest compared OMol25 entry of this formula, charge and spin), kJ/mol: 376.6
HOMO energy (alpha / beta), Ha: -0.494 / -0.534
E, eV: -84452.78767

***

C22H20FeIN4OS as an isolated structure, computed with the ωB97M-V functional and the def2-TZVPD basis.

```
! RIJCOSX wB97M-V def2-TZVPD def2/J DEFGRID3
* xyz 2 6
Fe 0.417 0.143 0.274
S -0.452 -1.637 4.273
C 0.503 -0.261 4.592
C 0.908 0.370 3.452
C 0.432 -0.271 2.266
C -0.319 -1.377 2.588
C -0.936 -2.201 1.560
C -1.682 -3.345 1.804
C -2.202 -4.051 0.736
C -1.957 -3.599 -0.554
C -1.213 -2.451 -0.722
N -0.715 -1.749 0.306
H 0.727 0.011 5.612
H 1.529 1.251 3.485
H -1.843 -3.676 2.821
H -2.785 -4.946 0.905
H -2.332 -4.129 -1.418
H -0.987 -2.076 -1.706
C -0.760 -0.517 -3.990
C -0.426 0.354 -2.819
O 0.134 -0.112 -1.802
N -0.746 1.641 -2.891
C -0.381 2.589 -1.848
C -1.321 2.567 -0.668
C -2.329 3.506 -0.567
C -3.205 3.464 0.508
C -3.043 2.471 1.456
C -2.008 1.569 1.303
N -1.152 1.607 0.268
H -0.187 -1.438 -3.940
H -0.545 -0.011 -4.931
H -1.825 -0.758 -3.972
H -1.214 1.978 -3.718
H -0.366 3.582 -2.291
H 0.637 2.366 -1.527
H -2.424 4.270 -1.327
H -3.996 4.196 0.601
H -3.696 2.393 2.313
H -1.839 0.792 2.034
I 2.294 2.562 0.915
C 3.268 0.848 0.234
C 4.641 0.735 0.207
C 5.174 -0.448 -0.290
C 4.327 -1.448 -0.743
C 2.964 -1.245 -0.678
N 2.440 -0.111 -0.189
H 5.272 1.537 0.559
H 6.247 -0.582 -0.323
H 4.714 -2.375 -1.141
H 2.257 -1.990 -1.018
*
```

Summary:
Max |F|, hartree/bohr: 0.0173
Kohn-Sham gap (alpha / beta), eV: 8.3 / 6.5
Relative energy (zero: lowest compared OMol25 entry of this formula, charge and spin), kJ/mol: 0.0
HOMO energy (alpha / beta), Ha: -0.508 / -0.506
E, eV: -84456.69060

***

C22H20IN8O3RhS as an isolated structure, computed with the ωB97M-V functional and the def2-TZVPD basis.

```
! RIJCOSX wB97M-V def2-TZVPD def2/J DEFGRID3
* xyz 2 1
Rh -0.038 0.439 0.932
C 1.890 -2.154 3.739
C 1.158 -1.517 2.611
N 0.970 -0.243 2.507
N 1.483 0.617 3.433
C 1.189 1.880 3.208
N 1.648 2.783 4.075
S 0.229 2.500 1.867
C 0.611 -2.315 1.493
C 0.721 -3.692 1.435
C 0.217 -4.361 0.325
C -0.376 -3.636 -0.691
C -0.467 -2.258 -0.564
N 0.009 -1.620 0.500
H 2.191 -1.409 4.467
H 2.776 -2.674 3.368
H 1.254 -2.896 4.226
H 2.164 2.478 4.885
H 1.463 3.763 3.954
H 1.198 -4.235 2.237
H 0.295 -5.438 0.260
H -0.769 -4.119 -1.574
H -0.943 -1.650 -1.319
O -0.564 2.340 -5.793
N 0.512 2.638 -5.316
O 1.399 3.236 -5.872
C 0.776 2.178 -3.933
C 2.061 1.932 -3.618
C 2.405 1.430 -2.322
C 3.726 1.179 -1.913
C 3.958 0.726 -0.639
C 2.877 0.512 0.221
N 1.628 0.725 -0.159
C 1.380 1.188 -1.410
C 0.019 1.467 -1.752
N -0.902 1.242 -0.778
C -2.157 1.583 -0.998
C -2.570 2.147 -2.207
C -1.664 2.340 -3.217
C -0.312 1.990 -3.006
H 2.835 2.118 -4.351
H 4.545 1.355 -2.599
H 4.959 0.536 -0.281
H 3.032 0.175 1.236
H -2.855 1.406 -0.195
H -3.606 2.425 -2.335
H -1.976 2.760 -4.159
N -5.034 -2.073 0.383
C -3.993 -1.250 0.571
O -3.064 -1.138 -0.210
C -4.079 -0.395 1.825
I -2.160 0.037 2.649
H -5.087 -2.599 -0.475
H -5.798 -2.142 1.033
H -4.616 -0.871 2.642
H -4.547 0.561 1.603
*
```

Summary:
Max |F|, hartree/bohr: 0.0070
Kohn-Sham gap, eV: 7.6
Relative energy (zero: lowest compared OMol25 entry of this formula, charge and spin), kJ/mol: 50.8
HOMO energy, Ha: -0.513
E, eV: -63132.98862